(1)
Molecular formula: C22H34N2O5
Method: DFT, ωB97M-V/def2-TZVPD

Its SMILES is CCc1ccccc1OCCC(=O)N(C)C[C@H](C)NC(=O)COC[C@@H]1CCOC1. The energy above the lowest of the compared OMol25 structures with the same formula, charge and spin comes out at 7.6 kJ/mol. Its multiplicity is 1. Its HOMO energy is -8.5380 eV. Its LUMO energy is 0.67 eV. As for the net charge: 0. The largest force on an atom comes out at 0.37 eV/Å.

Last column: Löwdin charge in e.
Atoms and positions in Å:
C (3.11365, -0.70357, -1.11252)  -0.078
C (2.93117, -2.16524, -1.52122)  -0.186
C (3.93311, -3.06359, -0.84782)  -0.167
C (5.10297, -3.43227, -1.49387)  -0.040
C (6.06117, -4.23052, -0.88114)  -0.095
C (5.84286, -4.67211, 0.40998)  -0.088
C (4.67924, -4.32168, 1.08526)  -0.019
C (3.73179, -3.51943, 0.46124)  -0.214
O (2.56517, -3.13075, 1.06559)  -0.049
C (2.22218, -3.78409, 2.28016)  -0.182
C (0.82978, -3.34601, 2.69937)  -0.065
C (0.67863, -1.83408, 2.68491)  -0.458
O (1.17810, -1.17445, 3.58684)  0.047
N (-0.04264, -1.26547, 1.68752)  -0.074
C (-0.55767, -1.98219, 0.52898)  -0.025
C (-0.38208, 0.14542, 1.77299)  -0.101
C (0.56066, 1.02230, 0.93766)  -0.338
C (1.84881, 1.35195, 1.66907)  -0.043
N (-0.11179, 2.25197, 0.54051)  0.100
C (-1.02302, 2.26057, -0.46146)  -0.457
O (-1.35632, 1.25048, -1.05448)  0.073
C (-1.57170, 3.64706, -0.80889)  -0.140
O (-2.66870, 3.60994, -1.66514)  -0.113
C (-3.84762, 3.12341, -1.04117)  -0.177
C (-4.96316, 3.10125, -2.06797)  -0.263
C (-5.31032, 4.50010, -2.58513)  -0.115
C (-6.29716, 5.02442, -1.53485)  -0.185
O (-6.77541, 3.88957, -0.80697)  -0.135
C (-6.28139, 2.70398, -1.41823)  -0.171
H (2.38269, -0.06235, -1.60866)  0.073
H (2.99774, -0.59287, -0.03404)  0.059
H (4.11167, -0.35232, -1.37999)  0.081
H (1.91863, -2.48921, -1.27655)  0.096
H (3.04595, -2.26226, -2.60258)  0.111
H (5.26102, -3.08643, -2.50939)  0.114
H (6.96317, -4.50472, -1.41152)  0.099
H (6.57498, -5.29545, 0.90682)  0.103
H (4.52949, -4.67370, 2.09504)  0.102
H (2.25764, -4.86912, 2.14786)  0.134
H (2.93674, -3.50112, 3.05866)  0.132
H (0.07848, -3.83940, 2.08453)  0.108
H (0.67616, -3.65300, 3.73340)  0.131
H (0.15404, -2.72882, 0.18686)  0.073
H (-1.51759, -2.46243, 0.74151)  0.097
H (-0.71121, -1.26391, -0.27631)  0.086
H (-1.39882, 0.26457, 1.39590)  0.125
H (-0.35001, 0.44817, 2.81912)  0.129
H (0.78487, 0.47790, 0.01844)  0.118
H (2.32557, 0.43994, 2.02274)  0.071
H (2.54044, 1.88966, 1.01864)  0.084
H (1.64146, 1.96258, 2.55200)  0.088
H (0.11879, 3.10984, 1.01362)  0.143
H (-1.80704, 4.18432, 0.12196)  0.131
H (-0.78043, 4.19871, -1.32126)  0.139
H (-3.67744, 2.11354, -0.65639)  0.128
H (-4.11537, 3.77810, -0.19916)  0.141
H (-4.68308, 2.42413, -2.87576)  0.153
H (-4.42899, 5.13033, -2.68851)  0.114
H (-5.79054, 4.42617, -3.56140)  0.115
H (-5.82234, 5.70271, -0.82217)  0.115
H (-7.14121, 5.54814, -1.98973)  0.114
H (-6.98767, 2.33615, -2.17199)  0.125
H (-6.17808, 1.94513, -0.64093)  0.127

=====

(2)
Molecular formula: C22H34NOP3Sc
Method: DFT, ωB97M-V/def2-TZVPD

The energy above the lowest of the compared OMol25 structures with the same formula, charge and spin comes out at 0.0 kJ/mol. Its multiplicity is 1. Its HOMO energy is -9.4966 eV. Its LUMO energy is -2.77 eV. As for the net charge: +1. The largest force on an atom comes out at 6.91 eV/Å.

Last column: Löwdin charge in e.
Atoms and positions in Å:
C (3.55464, -2.62906, -0.06794)  -0.053
C (2.63563, -1.63343, 0.30828)  -0.246
C (2.29187, -0.61616, -0.62689)  -0.199
C (2.92978, -0.59667, -1.89705)  -0.148
C (3.87114, -1.57907, -2.22469)  -0.032
C (4.17832, -2.60893, -1.32176)  -0.079
C (2.49451, 0.49018, -2.85651)  -0.077
C (2.26527, 1.78585, -2.11117)  -0.147
C (1.65859, 1.66645, -0.83834)  -0.229
C (1.36272, 2.83571, -0.08518)  -0.234
C (1.62030, 4.09525, -0.65056)  -0.046
C (2.20830, 4.21282, -1.91836)  -0.079
C (2.54337, 3.05440, -2.63596)  -0.029
H (3.80540, -3.41426, 0.65555)  0.113
H (4.35509, -1.54711, -3.20819)  0.117
H (4.90390, -3.38365, -1.58989)  0.106
H (3.21861, 0.61548, -3.67887)  0.126
H (1.38600, 4.99663, -0.07140)  0.112
H (2.41375, 5.20241, -2.33914)  0.105
H (3.00706, 3.13522, -3.62637)  0.116
N (1.37060, 0.39930, -0.30297)  -0.088
Sc (-0.61615, -0.00721, 0.19929)  0.372
C (2.02158, -1.63270, 1.68401)  -0.275
H (2.17616, -0.65508, 2.18042)  0.093
H (2.45365, -2.42922, 2.31504)  0.101
C (0.84988, 2.69906, 1.32542)  -0.254
H (1.55126, 2.08324, 1.92157)  0.099
H (0.74806, 3.68543, 1.81213)  0.104
P (0.17719, -1.81802, 1.53273)  0.845
P (-0.76841, 1.79213, 1.45342)  0.778
C (-2.04635, 3.03292, 0.99501)  -0.233
H (-3.04761, 2.59621, 1.14351)  0.041
H (-1.94411, 3.94936, 1.60218)  0.061
H (-1.91943, 3.26874, -0.07351)  0.046
C (-1.00582, 1.61462, 3.27612)  -0.230
H (-1.11465, 2.60304, 3.75685)  0.061
H (-1.90623, 1.00909, 3.47005)  0.052
H (-0.13104, 1.09857, 3.70345)  0.039
C (0.00251, -3.50616, 0.79612)  -0.230
H (0.65929, -4.23866, 1.29813)  0.064
H (-1.04740, -3.83264, 0.88051)  0.046
H (0.27456, -3.45022, -0.27117)  0.047
C (-0.41080, -2.09103, 3.26361)  -0.235
H (-1.51267, -2.13864, 3.26494)  0.049
H (-0.00106, -3.02744, 3.68126)  0.059
H (-0.09971, -1.24464, 3.89634)  0.035
H (1.52919, 0.18287, -3.31917)  0.134
H (-0.98752, 1.16926, -0.87208)  -0.044
C (-4.77971, -2.14845, -0.03631)  -0.148
P (-3.44776, -1.04347, -0.71256)  0.692
C (-2.48703, -1.80969, -2.10308)  -0.143
C (-4.09174, 0.65953, -1.09012)  -0.156
O (-2.44628, -0.86430, 0.45779)  -0.525
H (-5.55041, -2.31782, -0.81535)  0.063
H (-5.24743, -1.66601, 0.84762)  0.070
H (-4.33656, -3.11943, 0.26421)  0.064
H (-3.16116, -1.96587, -2.96999)  0.070
H (-1.65962, -1.13080, -2.39655)  0.054
H (-2.07038, -2.78342, -1.77516)  0.064
H (-4.57823, 1.07698, -0.18536)  0.064
H (-3.26292, 1.32206, -1.40545)  0.033
H (-4.83997, 0.59645, -1.90847)  0.065

=====

(3)
Molecular formula: C22H34O14S
Method: DFT, ωB97M-V/def2-TZVPD

Its SMILES is O=S1(=O)OCCO1.O=C1CCCO1.O=C1CCCO1.O=C1CCCO1.O=C1CCCO1.O=C1CCCO1. Its multiplicity is 1. Its HOMO energy is -9.4739 eV. Its LUMO energy is 0.11 eV. As for the net charge: 0. The largest force on an atom comes out at 4.73 eV/Å.

Last column: Löwdin charge in e.
Atoms and positions in Å:
O (-0.84139, -0.90820, 2.99665)  -0.267
S (-2.21935, -1.43333, 3.08147)  0.717
O (-2.27777, -2.80329, 2.51702)  -0.239
O (-2.96531, -1.23522, 4.49158)  -0.192
C (-3.53770, 0.12005, 4.59847)  -0.121
C (-3.78194, 0.61597, 3.18698)  -0.171
O (-3.23782, -0.38287, 2.34885)  -0.203
H (-4.42532, -0.01607, 5.21628)  0.131
H (-2.92195, 0.77962, 5.20996)  0.128
H (-3.47554, 1.63459, 2.94901)  0.122
H (-4.85951, 0.73207, 3.07102)  0.133
O (-4.04340, -0.23130, -0.64200)  0.078
C (-2.85154, -0.13921, -0.90842)  -0.528
C (-1.68295, -1.07573, -0.56247)  -0.028
C (-0.48841, -0.09705, -0.59124)  -0.144
C (-0.89396, 0.99910, -1.59345)  -0.049
O (-2.39309, 0.96660, -1.38320)  0.022
H (-1.88518, -1.39771, 0.45907)  0.083
H (-1.64617, -1.85091, -1.32787)  0.102
H (-0.27729, 0.22891, 0.42723)  0.101
H (0.53508, -0.38537, -0.83091)  0.110
H (-0.34592, 1.93998, -1.64330)  0.105
H (-0.78097, 0.48583, -2.54839)  0.124
O (0.94211, -4.62115, -1.45386)  0.055
C (-0.14750, -4.51508, -2.08566)  -0.409
C (-0.37926, -4.55327, -3.58359)  -0.076
C (-1.71869, -3.86914, -3.76407)  -0.180
C (-2.35322, -4.22871, -2.49486)  -0.173
O (-1.32287, -4.27076, -1.46491)  0.024
H (0.28787, -3.86413, -4.10139)  0.127
H (-0.30042, -5.52220, -4.07660)  0.134
H (-1.68171, -2.79732, -3.95880)  0.122
H (-2.26881, -4.34356, -4.57671)  0.125
H (-2.98723, -3.38132, -2.23399)  0.120
H (-2.95670, -5.13636, -2.50418)  0.137
O (2.71571, 1.23817, -1.80470)  0.057
C (3.42808, 2.21195, -2.12875)  -0.384
C (4.37981, 3.14681, -1.31302)  -0.075
C (4.63179, 4.34386, -2.27291)  -0.132
C (4.45741, 3.61532, -3.62902)  -0.203
O (3.46736, 2.66277, -3.43587)  0.008
H (4.15849, 3.39928, -0.27602)  0.117
H (5.28721, 2.57211, -1.12743)  0.117
H (3.84628, 5.09929, -2.25240)  0.108
H (5.56354, 4.84580, -2.01217)  0.111
H (4.19082, 4.32714, -4.41026)  0.125
H (5.38752, 3.11576, -3.90004)  0.123
O (2.36453, -3.78186, 4.85484)  0.067
C (2.31700, -3.19935, 3.75854)  -0.363
C (1.39079, -3.60356, 2.62574)  -0.102
C (1.66032, -2.57921, 1.60483)  -0.169
C (3.12279, -2.13482, 1.90660)  -0.149
O (3.31021, -2.23266, 3.33126)  -0.017
H (1.70036, -4.60996, 2.34390)  0.143
H (0.42185, -3.54206, 3.12119)  0.117
H (1.64284, -3.11358, 0.65497)  0.104
H (0.92714, -1.77264, 1.60283)  0.088
H (3.90890, -2.82955, 1.61080)  0.128
H (3.08663, -1.17243, 1.39612)  0.120
O (1.22531, 3.91413, -0.95258)  0.097
C (0.30286, 3.96046, -0.14996)  -0.480
C (-1.15591, 4.34269, -0.43074)  -0.047
C (-1.83462, 3.65609, 0.77547)  -0.163
C (-0.82155, 4.05755, 1.81585)  -0.154
O (0.46842, 3.74290, 1.15858)  0.055
H (-1.23776, 5.37285, -0.08406)  0.129
H (-1.53238, 4.00996, -1.39803)  0.126
H (-2.70175, 4.23626, 1.09103)  0.122
H (-1.89446, 2.57185, 0.86997)  0.112
H (-0.93031, 5.11151, 2.07165)  0.123
H (-1.07118, 3.57399, 2.76028)  0.122

=====

| no. | calculated total energy (eV) |
| --- | --- |
| 1 | -36583.8358 |
| 2 | -75466.4408 |
| 3 | -62861.7452 |